(w)
Computed, not measured: a structure of composition C19H21N3O6, with ωB97M-V/def2-TZVPD.

Structure (XYZ):
```
49
C19H21N3O6, DFT ωB97M-V/def2-TZVPD
C -5.212 -1.410 0.407
H -4.537 -2.301 0.043
H -6.063 -1.363 -0.214
H -5.382 -1.475 1.369
C -4.502 -0.304 -0.211
C -5.484 0.993 0.249
H -5.027 1.891 0.118
H -5.744 1.134 1.122
H -6.383 1.029 -0.502
C -3.179 -0.037 0.728
N -2.479 1.297 0.239
C -1.215 1.285 0.416
O -0.534 0.197 1.139
C -0.383 2.395 -0.070
C 0.916 2.628 -0.206
C 0.983 3.772 -0.746
C -0.164 3.926 -1.272
O -1.126 3.141 -0.793
H -0.468 4.982 -2.016
H 1.923 4.394 -0.957
H 1.658 2.117 0.347
H -2.949 1.837 -0.281
C -2.420 -1.178 0.729
O -2.446 -2.062 1.721
O -1.837 -1.264 -0.769
C -1.050 -2.624 -0.791
H -1.286 -3.523 0.054
C 0.416 -2.300 -1.004
O 0.885 -3.138 -1.707
N 0.965 -1.631 -0.030
C 2.276 -1.083 -0.055
C 3.219 -1.623 -1.028
C 4.580 -1.112 -0.726
C 4.868 -0.423 0.274
C 3.863 0.049 1.186
C 2.643 -0.132 1.081
H 1.858 -0.019 1.563
H 4.164 0.811 2.247
C 6.248 0.282 0.509
O 6.372 1.448 1.091
N 7.350 -0.647 0.222
H 6.964 -1.443 0.010
H 8.120 -0.315 0.247
H 5.243 -1.596 -1.443
H 2.889 -2.194 -1.787
H 0.475 -1.173 0.543
H -1.457 -3.189 -1.657
H -3.311 0.033 1.838
H -4.239 -0.077 -1.226
```

Calculated values
E_HOMO = -8.3 eV
Spin multiplicity = 1
Kohn-Sham gap = 8.35 eV

Here are the Mulliken charges for atoms 1 to 2, given in e: -1.5055 0.2359


(x)
Computed, not measured: an isolated molecule of C19H21N3O6, with ωB97M-V/def2-TZVPD.

Structure (XYZ):
```
49
C19H21N3O6, DFT ωB97M-V/def2-TZVPD
C 4.754 -5.353 1.196
C 3.867 -4.850 0.074
H 3.444 -5.679 -0.504
H 4.423 -4.206 -0.617
O 2.801 -4.096 0.653
C 1.894 -3.619 -0.223
O 1.965 -3.772 -1.420
N 0.873 -2.974 0.396
C 0.849 -2.630 1.799
H 1.648 -3.158 2.317
C 1.014 -1.112 1.956
N 0.018 -0.413 1.168
C -1.102 0.011 1.775
C -2.263 0.702 1.409
N -2.764 1.351 0.334
C -2.072 1.996 -0.689
C -0.717 2.287 -0.582
C -0.051 2.915 -1.625
C -0.754 3.308 -2.768
C -2.111 3.023 -2.862
C -2.765 2.368 -1.841
H -3.818 2.149 -1.927
H -2.636 3.330 -3.752
O -0.150 3.981 -3.799
C 1.104 4.521 -3.449
C 1.933 3.482 -2.695
H 2.913 3.875 -2.424
O 1.294 3.131 -1.486
H 2.053 2.590 -3.326
H 1.588 4.813 -4.382
H 0.967 5.405 -2.811
H -0.158 2.040 0.305
H -3.755 1.549 0.394
C -2.887 0.476 2.722
O -4.005 0.612 3.159
C -1.567 -0.118 3.173
O -1.045 -0.454 4.210
C 0.054 -0.764 -0.238
H -0.737 -0.242 -0.775
C -0.117 -2.282 -0.396
H 0.014 -2.578 -1.437
H -1.115 -2.577 -0.052
H 1.023 -0.462 -0.647
H 0.907 -0.833 3.004
H 2.003 -0.812 1.596
H -0.116 -2.934 2.221
H 5.574 -5.931 0.780
H 4.182 -5.982 1.872
H 5.159 -4.516 1.759
```

Calculated values
E_HOMO = -7.7 eV
Spin multiplicity = 1
SMILES = CCOC(=O)N1CCN(c2c(Nc3ccc4c(c3)OCCO4)c(=O)c2=O)CC1
Kohn-Sham gap = 8.23 eV

Here are the Mulliken charges for atoms 1 to 2, given in e: -1.2349 -0.2136


Short version: (w) is the least stable of them.


(w)
Computed, not measured: a cluster of 2 separate species, C4H12OS in total, with ωB97M-V/def2-TZVPD.

Structure (XYZ):
```
18
C4H12OS, DFT ωB97M-V/def2-TZVPD
S 0.761 -0.578 0.589
C -1.956 -0.747 1.336
C 1.133 1.359 -1.237
C -0.558 -0.541 1.898
C 0.435 1.153 0.070
H -2.288 0.126 0.751
H -2.682 -0.924 2.148
H -1.945 -1.630 0.675
H 2.158 0.951 -1.262
H 1.178 2.438 -1.462
H 0.537 0.860 -2.020
H -0.492 0.435 2.415
H -0.337 -1.331 2.641
H -0.655 1.340 0.114
H 0.926 1.867 0.759
O 1.504 -1.523 -2.783
H 1.437 -1.008 -1.948
H 0.843 -2.246 -2.683
```

Calculated values
E_HOMO = -8.9 eV
Spin multiplicity = 1
SMILES = CCSCC.O
Kohn-Sham gap = 9.74 eV

Here are the Mulliken charges for atoms 1 to 2, given in e: -0.1341 -0.9780


(x)
Computed, not measured: a cluster of 2 separate species, C4H12OS in total, with ωB97M-V/def2-TZVPD.

Structure (XYZ):
```
18
C4H12OS, DFT ωB97M-V/def2-TZVPD
C -1.376 2.161 -1.193
C -0.034 1.469 -1.077
S 1.174 2.715 -0.523
H -1.933 1.882 -2.090
H -1.396 3.248 -1.130
H -2.023 1.800 -0.390
H -0.031 0.555 -0.515
H 0.340 1.061 -1.992
H 2.136 1.961 0.027
C 0.008 -3.385 0.817
O -1.403 -3.168 0.594
C 0.553 -2.424 1.853
H 0.035 -4.398 1.208
H 0.515 -3.323 -0.138
H -1.481 -2.380 0.038
H -0.027 -1.498 1.839
H 0.548 -2.810 2.871
H 1.581 -2.114 1.640
```

Calculated values
E_HOMO = -9.1 eV
Spin multiplicity = 1
SMILES = CCO.CCS
Kohn-Sham gap = 9.60 eV

Here are the Mulliken charges for atoms 1 to 2, given in e: -1.0845 -0.0575


(y)
Computed, not measured: a cluster of 2 separate species, C4H12OS in total, with ωB97M-V/def2-TZVPD.

Structure (XYZ):
```
18
C4H12OS, DFT ωB97M-V/def2-TZVPD
C -4.816 -1.583 1.782
S -4.722 0.165 2.272
C -5.180 0.959 0.717
H -3.921 -1.885 1.250
H -5.027 -2.158 2.672
H -5.676 -1.710 1.135
H -4.471 1.668 0.334
H -6.116 1.495 0.884
H -5.352 0.248 -0.080
C 4.597 0.739 -1.131
O 4.655 1.054 -2.529
C 5.738 -0.209 -0.745
H 3.627 0.301 -0.898
H 4.716 1.690 -0.620
H 3.999 0.543 -3.002
H 5.604 -1.127 -1.312
H 5.664 -0.419 0.318
H 6.682 0.229 -1.047
```

Calculated values
E_HOMO = -8.5 eV
Spin multiplicity = 1
SMILES = CCO.CSC
Kohn-Sham gap = 9.53 eV

Here are the Mulliken charges for atoms 1 to 2, given in e: -0.8217 -0.0853


(z)
Computed, not measured: a cluster of 2 separate species, C4H12OS in total, with ωB97M-V/def2-TZVPD.

Structure (XYZ):
```
18
C4H12OS, DFT ωB97M-V/def2-TZVPD
C -2.434 0.367 -0.924
C -2.144 1.317 0.259
S -2.458 0.588 2.019
H -3.434 0.061 -0.802
H -1.655 -0.381 -0.890
H -2.358 0.827 -1.923
H -1.103 1.625 0.227
H -2.751 2.267 0.227
H -1.573 -0.424 1.973
C 2.541 -0.632 0.361
O 3.482 -0.039 -0.461
C 1.309 -1.048 -0.385
H 2.992 -1.572 0.855
H 2.292 -0.007 1.189
H 4.232 0.302 0.001
H 1.599 -1.769 -1.159
H 0.601 -1.466 0.382
H 0.863 -0.016 -0.949
```

Calculated values
E_HOMO = -9.1 eV
Spin multiplicity = 1
SMILES = CCO.CCS
Kohn-Sham gap = 9.90 eV

Here are the Mulliken charges for atoms 1 to 2, given in e: -0.8099 -0.5027


Short version: (z) is the least stable of them.